{
  "formula": "C23H30N3O",
  "method": "the ωB97M-V functional and the def2-TZVPD basis",
  "smiles": "Cn1cc[n+](C)c1/C([O-])=C/[C@@H](c1ccccc1)[C@H]1CCCC1=[N+]1CCCC1",
  "lumo_ev": -2.7,
  "total_charge": 1,
  "e_above_lowest_kj_mol": 241.4,
  "max_force_ev_per_a": 3.46,
  "energy_ev": -30847.840,
  "homo_ev": -9.3807,
  "symbols": ["C", "N", "C", "C", "N", "C", "C", "C", "O", "C", "C", "C", "C", "C", "C", "C", "C", "C", "C", "C", "C", "C", "N", "C", "C", "C", "C", "H", "H", "H", "H", "H", "H", "H", "H", "H", "H", "H", "H", "H", "H", "H", "H", "H", "H", "H", "H", "H", "H", "H", "H", "H", "H", "H", "H", "H", "H"],
  "coordinates": [[-0.95683, 3.74581, -1.44881], [-0.37587, 4.07386, -0.15578], [-0.25944, 5.38673, 0.27317], [0.16501, 5.35749, 1.55340], [0.29745, 4.02475, 1.91210], [0.59851, 3.63340, 3.27335], [0.03749, 3.22896, 0.83417], [-0.04067, 1.74683, 0.89245], [-0.17852, 1.22392, 2.04122], [-0.01138, 0.92064, -0.28078], [-0.92044, -0.23432, -0.33623], [-1.41552, -0.51637, -1.78879], [-2.80439, -0.57599, -1.94053], [-3.38527, -0.72212, -3.19883], [-2.56481, -0.63314, -4.33816], [-1.17736, -0.50322, -4.19241], [-0.58967, -0.45516, -2.91368], [-0.75463, -1.33461, 0.66189], [-2.06367, -2.20669, 0.80382], [-1.65121, -3.67966, 0.98273], [-0.13644, -3.77170, 0.74235], [0.36868, -2.36698, 0.59735], [1.67142, -2.19137, 0.66000], [2.55749, -3.34672, 0.90798], [3.97459, -2.78986, 0.99460], [3.88217, -1.27186, 0.77693], [2.40465, -0.92298, 0.52062], [-1.28274, 2.70191, -1.48124], [-1.82188, 4.40220, -1.62488], [-0.23319, 3.92992, -2.25655], [-0.51988, 6.22286, -0.35037], [0.34965, 6.15479, 2.25091], [0.36046, 2.57432, 3.40118], [1.65791, 3.81679, 3.49873], [-0.01632, 4.23959, 3.95280], [0.53738, 1.24953, -1.15420], [-1.81700, 0.24702, 0.08938], [-3.45539, -0.50069, -1.06397], [-4.45925, -0.90175, -3.27773], [-3.01729, -0.66430, -5.33165], [-0.54356, -0.43828, -5.07797], [0.49379, -0.38130, -2.80711], [-0.62174, -0.80087, 1.62576], [-2.69988, -2.13568, -0.08698], [-2.66531, -1.86366, 1.65882], [-1.88824, -4.01479, 1.99920], [-2.19760, -4.34792, 0.30145], [0.31030, -4.31982, 1.58406], [0.07646, -4.35195, -0.16658], [2.27897, -3.84510, 1.84554], [2.45579, -4.08038, 0.09915], [4.38286, -3.03192, 1.97934], [4.59454, -3.27627, 0.23730], [4.24584, -0.74781, 1.66521], [4.49843, -0.97866, -0.07533], [2.28738, -0.51281, -0.49002], [2.03813, -0.16461, 1.22159]],
  "forces_ev_per_a": [[-0.1905, 0.0711, -0.7426], [0.4988, -0.1658, 0.5067], [-0.0243, -0.3891, 0.1084], [-0.1995, -0.6511, -0.0643], [-0.0274, 0.2553, -1.1431], [0.3860, -0.2464, 0.9017], [-0.3468, 1.2863, 0.4071], [0.7600, -2.5504, -1.7776], [-0.8310, 0.4507, 0.2878], [1.0358, 3.0626, 1.2256], [-1.3769, 0.9508, -0.9834], [0.3271, 0.5275, 0.9918], [-0.2264, -0.3296, -0.4774], [0.5230, 0.1529, -0.2596], [-0.0439, -0.1816, 0.3694], [-0.0520, 0.0144, 0.3094], [-0.6330, -0.4497, -0.3312], [-0.1087, -2.1188, 0.7232], [0.1381, -0.0427, -0.2187], [-0.2918, -0.1357, 0.1998], [-0.7707, -0.2627, 0.1033], [1.0139, 0.0638, 0.8022], [-1.7783, -0.1464, -0.2401], [0.3019, -0.2487, -0.0772], [0.0566, -0.3027, 0.0190], [0.1059, 0.0744, 0.1550], [0.5722, 0.4786, -0.1265], [0.2033, 0.2467, 0.1584], [0.2909, -0.1881, 0.1852], [-0.1577, -0.1903, 0.3037], [0.0125, -0.0645, -0.0857], [0.0015, -0.0347, 0.0182], [0.0613, 0.3576, -0.0927], [-0.2675, -0.0274, -0.1145], [0.1768, -0.1762, -0.2489], [-0.4115, 0.2332, -0.1803], [-0.1271, -0.4304, 0.0504], [0.2779, -0.1133, -0.3145], [0.3140, 0.2977, -0.1121], [0.2223, -0.0661, 0.2988], [-0.1906, -0.0094, 0.2327], [-0.2745, 0.0448, -0.0485], [0.4020, -0.1801, -0.3555], [0.3648, 0.1514, 0.2840], [0.2643, 0.0031, -0.3212], [0.1145, 0.0181, -0.2215], [0.1588, 0.2857, 0.2172], [0.2541, 0.3000, -0.3538], [0.1970, 0.1929, 0.1018], [-0.1196, 0.2328, -0.2747], [-0.1039, 0.2054, 0.1453], [0.0994, 0.0945, -0.2437], [0.0290, 0.1646, 0.1939], [-0.0247, -0.0027, -0.2476], [-0.0821, 0.0920, 0.1877], [-0.2523, -0.2941, 0.2872], [-0.2510, -0.3100, -0.1181]]
}


{
  "formula": "C23H30N3O2Pd",
  "method": "the ωB97M-V functional and the def2-TZVPD basis",
  "lumo_ev": 2.8,
  "total_charge": -1,
  "max_force_ev_per_a": 0.38,
  "energy_ev": -36385.736,
  "homo_ev": -4.2870,
  "symbols": ["Pd", "C", "C", "C", "C", "C", "C", "C", "C", "N", "C", "C", "C", "C", "N", "C", "C", "C", "C", "C", "C", "C", "C", "H", "H", "H", "H", "H", "H", "H", "H", "H", "H", "H", "H", "H", "H", "H", "H", "H", "H", "H", "H", "H", "H", "H", "H", "N", "C", "C", "C", "O", "O", "H", "H", "H", "H", "H", "H"],
  "coordinates": [[0.55560, -0.16777, 0.77322], [2.25816, 2.01193, 2.34220], [3.41910, 1.84858, 1.39866], [4.61406, 2.47282, 1.76065], [5.73294, 2.44736, 0.95016], [5.66632, 1.77686, -0.26110], [4.50326, 1.12860, -0.64862], [4.45784, 0.39484, -1.95863], [3.36007, 1.14999, 0.17760], [2.26129, 0.40461, -0.30267], [1.11401, 0.99853, -0.76815], [0.88317, 2.49810, -0.74510], [0.36624, 0.23825, -1.80473], [1.02575, -0.97064, -2.41356], [-0.79836, 0.67264, -2.13967], [-1.63553, 0.00724, -3.04630], [-2.01797, 0.73299, -4.19173], [-1.42506, 2.09295, -4.42599], [-2.92924, 0.18719, -5.08057], [-3.48740, -1.06297, -4.84930], [-3.11545, -1.76701, -3.71952], [-2.18969, -1.26131, -2.80707], [-1.82086, -2.12397, -1.62512], [2.62988, 2.15728, 3.35817], [1.56924, 1.16743, 2.35420], [1.66464, 2.89477, 2.08446], [4.65482, 2.99589, 2.71028], [6.64679, 2.93984, 1.25966], [6.53231, 1.74345, -0.91367], [5.43455, 0.41926, -2.44483], [3.72543, 0.83834, -2.63739], [4.15286, -0.64105, -1.80530], [1.73917, 3.00010, -0.29438], [-0.00903, 2.77168, -0.17953], [0.74408, 2.87696, -1.76078], [1.18560, -1.73527, -1.65342], [2.01074, -0.69262, -2.78530], [0.42350, -1.37391, -3.22611], [-1.60704, 2.74297, -3.56805], [-1.84821, 2.55011, -5.32125], [-0.34038, 2.03942, -4.54180], [-3.21059, 0.75363, -5.96182], [-4.20788, -1.47928, -5.54230], [-3.54840, -2.74352, -3.52878], [-2.70792, -2.61246, -1.21744], [-1.31787, -1.59752, -0.81323], [-1.13440, -2.91801, -1.93133], [-1.64566, 0.16069, 0.94293], [-2.37631, -0.64143, 1.93455], [-1.59274, -0.74362, 3.23807], [-0.49155, -1.82462, 3.18860], [-0.66996, -2.83831, 3.87084], [0.50896, -1.59331, 2.43605], [-1.67881, 1.14123, 1.20273], [-2.05564, 0.10837, 0.01616], [-2.52789, -1.63706, 1.51197], [-3.36853, -0.21673, 2.13068], [-2.27348, -1.00738, 4.04720], [-1.14784, 0.23266, 3.45966]],
  "forces_ev_per_a": [[-0.3148, 0.2046, 0.0474], [-0.0530, 0.0643, 0.1223], [0.0413, 0.0046, -0.0219], [0.0286, 0.0066, -0.0119], [-0.0085, 0.0062, 0.0184], [-0.0082, -0.0092, -0.0130], [0.0508, 0.0310, 0.0144], [0.0029, -0.0104, -0.0061], [-0.1648, -0.0182, 0.0157], [0.0985, -0.0885, -0.0639], [0.1316, -0.0562, -0.0586], [-0.0241, -0.0172, 0.0538], [-0.0554, 0.0174, 0.1028], [0.0177, -0.0121, -0.0165], [-0.0295, -0.0272, -0.0671], [0.0210, 0.0284, 0.0623], [-0.0244, -0.0341, -0.0090], [-0.0028, 0.0146, -0.0005], [0.0146, 0.0284, -0.0026], [-0.0060, -0.0124, 0.0015], [-0.0104, -0.0150, -0.0188], [-0.0004, 0.0055, -0.0137], [0.0644, -0.0458, 0.0555], [-0.0095, 0.0091, -0.0030], [0.0939, -0.1339, -0.0526], [0.0138, -0.0057, -0.0426], [-0.0087, -0.0020, 0.0032], [0.0005, 0.0003, -0.0003], [-0.0023, -0.0022, -0.0028], [-0.0023, -0.0067, -0.0024], [-0.0001, 0.0089, 0.0021], [0.0028, 0.0011, -0.0003], [-0.0099, 0.0178, -0.0092], [-0.0174, -0.0155, -0.0220], [0.0140, 0.0091, -0.0038], [0.0057, 0.0074, 0.0017], [0.0003, -0.0048, -0.0028], [0.0130, -0.0148, 0.0005], [0.0001, 0.0002, 0.0001], [0.0009, 0.0026, 0.0004], [-0.0001, -0.0070, -0.0045], [0.0003, 0.0013, 0.0009], [-0.0009, -0.0028, 0.0012], [0.0053, -0.0020, 0.0057], [-0.0160, 0.0142, -0.0091], [0.0023, 0.0632, -0.1267], [-0.0113, -0.0003, -0.0166], [0.0953, 0.0318, 0.0995], [-0.0775, -0.0204, -0.0139], [0.0009, -0.0555, 0.0475], [0.0917, 0.0101, -0.0617], [-0.0244, 0.0303, 0.0168], [-0.0030, 0.0072, 0.0085], [0.0277, -0.0062, 0.0378], [0.0175, -0.0092, -0.0269], [0.0186, -0.0057, 0.0108], [-0.0038, -0.0059, -0.0378], [0.0009, 0.0224, 0.0014], [0.0124, -0.0015, 0.0105]]
}